1.
Here is a cluster of 2 separate species, CH6N2O2 in total from the Open Molecules 2025 dataset. Energies are from the ωB97M-V functional and the def2-TZVPD basis.

Cartesian coordinates (Å):
C 2.13253 0.17719 0.42487
O 0.79902 0.20907 0.08803
H -0.99181 1.09786 -0.47650
H 2.38932 0.83870 1.27051
H 2.49246 -0.84286 0.64285
H 2.73638 0.53451 -0.43205
N -2.00828 -0.62847 -0.87132
N -1.51506 0.34390 0.00745
O -0.97285 -0.01947 1.06537
H -2.26012 -1.45085 -0.33150
H -2.80159 -0.25959 -1.38772

Atoms 1-3, force components in eV/Å:
C 0.4 -0.3 0.4
O 1.2 0.3 -0.8
H -0.3 -0.3 0.1

Spin multiplicity: 1
Kohn-Sham gap (alpha / beta) (Ha): 0.2841 / 0.3651

***

2.
Here is a structure of composition C9H16F2N4O6S3 from the Open Molecules 2025 dataset. Energies are from the ωB97M-V functional and the def2-TZVPD basis.

Cartesian coordinates (Å):
C 2.33606 3.13727 0.83564
N 1.35593 3.91255 1.11436
N 0.27398 3.44164 0.36949
C 0.72011 2.43704 -0.30207
S -0.18506 1.51698 -1.45655
C 0.45219 -0.16745 -1.18178
C 0.33560 -0.72705 0.23427
C -1.12388 -0.95534 0.66015
C -1.59751 0.25984 1.48514
C -3.01094 0.77156 1.26053
C -3.27959 0.99610 -0.23606
N -3.27285 2.48388 -0.41352
C -3.24765 3.11420 0.98010
O -3.09368 2.07992 1.87483
O 2.01643 2.17380 -0.06069
H 3.34273 3.15927 1.22641
H -0.17493 -0.73146 -1.88298
H 1.47523 -0.25668 -1.55175
H 0.95175 -1.62518 0.24932
H 0.76480 -0.01923 0.95345
H -1.72325 -1.14004 -0.23652
H -1.22189 -1.85322 1.27401
H -0.97106 1.13386 1.27577
H -1.46023 0.02894 2.54483
H -3.80507 0.19994 1.74506
H -4.22886 0.59310 -0.58777
H -2.47114 0.61069 -0.84654
H -2.44186 2.78848 -0.92924
H -4.07933 2.83069 -0.92740
H -4.19821 3.63643 1.11837
H -2.39645 3.80083 1.01605
N 3.89291 -4.00779 -1.92008
S 5.08581 -4.24666 -0.88601
O 5.11346 -5.56124 -0.33705
O 5.34282 -3.13251 -0.03167
F 6.24173 -4.21523 -1.95639
S 2.43478 -3.98922 -1.36880
O 1.48561 -4.02014 -2.43530
O 2.20688 -3.05124 -0.30372
F 2.26711 -5.39364 -0.65132

Atoms 1-3, force components in eV/Å:
C 0.1 0.1 0.2
N 0.0 0.1 0.0
N -0.1 0.0 0.0

Spin multiplicity: 1
Kohn-Sham gap (Ha): 0.2593